[1]
Below is a molecular structure, C25H44N7NaO4 in a non-equilibrium geometry, with properties calculated with ωB97M-V/def2-TZVPD.

Geometry as XYZ:
```
81
Properties=species:S:1:pos:R:3:lowdin_charge:R:1
Na 0.0284 0.1868 0.4692 0.32
C -2.1937 0.0203 -0.5934 -0.07
C -1.4353 0.8349 -1.4915 -0.17
C -1.1768 2.0507 -0.8241 -0.17
C -1.7453 1.9306 0.4688 -0.08
C -2.3864 0.6818 0.6063 -0.26
C -3.2991 0.2668 1.7357 -0.56
C -2.7998 0.7945 3.0829 -0.05
C -3.4043 -1.2583 1.8204 -0.06
C -4.6996 0.8415 1.4670 -0.04
C -0.4950 3.3511 -1.2387 -0.51
C 1.0285 3.1870 -1.3600 -0.04
C -0.7146 4.4444 -0.1787 -0.07
C -1.0796 3.9276 -2.5359 -0.05
C -1.2562 0.3246 -2.9148 -0.52
C 0.0568 0.7209 -3.5958 -0.05
C -2.4441 0.8044 -3.7670 -0.04
C -1.2679 -1.2155 -2.9362 -0.06
H -2.6464 -0.9212 -0.8565 0.10
H -1.8256 2.7209 1.1906 0.10
H -1.8011 0.4154 3.3033 0.07
H -3.4714 0.4860 3.8841 0.08
H -2.7534 1.8790 3.0848 0.08
H -2.4135 -1.7062 1.9205 0.07
H -3.8776 -1.6612 0.9304 0.08
H -4.0075 -1.5459 2.6802 0.08
H -4.6655 1.9274 1.4485 0.08
H -5.4008 0.5276 2.2387 0.08
H -5.0667 0.5006 0.5022 0.08
H 1.4600 3.1277 -0.3644 0.06
H 1.4552 4.0529 -1.8656 0.09
H 1.2993 2.2913 -1.9084 0.06
H -0.3141 4.1433 0.7854 0.07
H -1.7727 4.6735 -0.0704 0.09
H -0.2053 5.3580 -0.4878 0.08
H -0.8807 3.3077 -3.4004 0.05
H -0.6484 4.9094 -2.7258 0.08
H -2.1560 4.0418 -2.4348 0.09
H 0.2134 1.7908 -3.6080 0.05
H 0.0482 0.3790 -4.6313 0.08
H 0.8964 0.2432 -3.0909 0.07
H -2.4533 1.8851 -3.8615 0.06
H -3.3805 0.5031 -3.3029 0.09
H -2.3931 0.3686 -4.7640 0.08
H -0.5805 -1.6158 -2.1938 0.06
H -0.9595 -1.5727 -3.9174 0.08
H -2.2584 -1.6155 -2.7466 0.07
N 2.8193 -2.4882 2.3017 0.07
N 2.7288 -1.7162 3.4775 0.00
C 2.1014 -0.5239 3.5620 -0.37
N 2.2385 0.1621 4.7101 0.20
N 1.4668 -0.0849 2.4953 0.15
N 0.9258 1.1166 2.5282 -0.38
O 0.7726 1.6699 1.4390 -0.02
O 0.5442 1.6395 3.5764 0.06
H 3.7858 -2.4493 1.9638 0.10
H 2.2513 -2.0064 1.6043 0.04
H 3.0619 -2.1693 4.3129 0.15
H 2.7378 -0.2204 5.4906 0.12
H 1.6269 0.9741 4.7919 0.09
N 1.0446 -5.9025 1.3017 0.18
C 1.7290 -5.8019 0.1374 -0.51
O 2.1737 -6.7671 -0.4460 0.07
C 1.9061 -4.4142 -0.3869 -0.12
C 2.9844 -4.1668 -1.2346 0.01
C 3.1556 -2.8892 -1.7331 -0.03
C 2.2491 -1.9049 -1.3682 -0.13
N 1.2140 -2.1291 -0.5714 0.07
C 1.0442 -3.3573 -0.1062 -0.10
H 0.9625 -6.8153 1.7202 0.12
H 0.7674 -5.0987 1.8367 0.09
H 3.6599 -4.9741 -1.4797 0.12
H 3.9739 -2.6535 -2.3934 0.11
H 2.3516 -0.8912 -1.7198 0.10
H 0.1582 -3.4947 0.4978 0.12
C 4.2375 1.1228 -0.1815 -0.14
O 3.1066 0.4713 0.3453 -0.16
H 4.7064 1.7754 0.5656 0.08
H 3.9828 1.7189 -1.0635 0.08
H 4.9467 0.3443 -0.4649 0.08
H 2.4279 1.1365 0.5385 0.03
```

The value obtained for the HOMO energy is -6.1802 eV. The calculation puts the frontier orbital gap at 0.2043 Ha. The maximum force is 3.3 eV Å⁻¹.

[2]
Below is a molecular structure, C25H44O2P2Ti in a non-equilibrium geometry, with properties calculated with ωB97M-V/def2-TZVPD.

Geometry as XYZ:
```
74
Properties=species:S:1:pos:R:3:lowdin_charge:R:1
Ti -0.0629 0.0580 0.0765 0.73
C -0.9617 -1.7253 0.9181 -0.30
C 0.3647 -2.0432 0.4159 -0.30
C 0.5961 -0.4459 2.1181 -0.27
C -0.8150 -0.7428 1.9739 -0.27
C 1.3226 -1.2388 1.1522 -0.30
C -2.2421 -2.3414 0.4754 -0.03
H -2.1899 -2.7468 -0.5417 0.07
H -3.0648 -1.6181 0.5117 0.08
H -2.5207 -3.1726 1.1376 0.10
C -1.9076 -0.2155 2.8308 0.00
H -2.8873 -0.5204 2.4478 0.08
H -1.8820 0.8802 2.8944 0.08
H -1.8227 -0.6103 3.8541 0.11
C 1.2183 0.4008 3.1666 -0.01
H 1.2028 -0.1131 4.1404 0.11
H 0.6826 1.3491 3.2866 0.08
H 2.2690 0.6127 2.9341 0.08
C 2.8036 -1.2904 1.0200 -0.03
H 3.2417 -1.9586 1.7751 0.11
H 3.2466 -0.3011 1.1790 0.08
H 3.1286 -1.6573 0.0402 0.07
C 0.7056 -3.1052 -0.5665 -0.02
H 0.9276 -4.0703 -0.0852 0.11
H 1.5939 -2.8402 -1.1490 0.07
H -0.1206 -3.2850 -1.2608 0.07
C -1.7727 1.4364 -6.4547 -0.11
C -1.8268 0.0978 -6.4999 -0.14
C -1.0594 -0.7855 -7.4318 -0.18
C 0.3570 -0.3069 -7.8351 -0.20
C 1.2341 0.1537 -6.7116 -0.10
C 1.2851 1.3919 -6.1965 -0.14
C 0.5177 2.5800 -6.6971 -0.18
C -0.8852 2.3048 -7.2890 -0.19
H -1.6267 -0.9377 -8.3707 0.13
H 0.2823 0.4589 -8.6166 0.10
H -0.9856 -1.7834 -6.9617 0.11
H -0.7920 1.9066 -8.3065 0.10
H -2.4767 2.0190 -5.8501 0.10
H -2.5811 -0.4420 -5.9156 0.10
H -1.3925 3.2828 -7.3686 0.12
H 0.4210 3.2897 -5.8556 0.11
H 2.0278 1.6431 -5.4306 0.09
H 1.0927 3.1158 -7.4768 0.13
H 0.8627 -1.1789 -8.2869 0.12
H 1.9356 -0.6264 -6.3937 0.10
P -1.3463 0.2969 -2.1290 0.81
C -2.8560 1.2744 -2.3694 -0.23
C -1.5222 -1.0691 -3.3154 -0.24
P 1.4765 0.8959 -1.7810 0.80
C 0.0436 1.2476 -2.8984 -0.47
C 2.4380 -0.2469 -2.8204 -0.24
C 2.5016 2.3882 -1.6895 -0.24
H -2.8381 2.1490 -1.7026 0.05
H -3.7222 0.6478 -2.1161 0.06
H -2.9388 1.5869 -3.4228 0.05
H -1.5846 -0.6417 -4.3239 0.00
H -2.4537 -1.6131 -3.1146 0.06
H -0.6648 -1.7547 -3.2776 0.05
H 2.7028 2.7644 -2.7039 0.06
H 3.4581 2.1245 -1.2161 0.05
H 2.0025 3.1628 -1.0895 0.05
H -0.1756 2.3182 -2.9572 0.07
H 0.2499 0.8825 -3.9134 0.03
H 3.4410 -0.3701 -2.3906 0.06
H 2.5302 0.1940 -3.8231 0.03
H 1.9438 -1.2256 -2.9052 0.04
C -0.9381 4.0285 2.0465 -0.03
O -0.6971 2.6081 1.8585 -0.15
C -0.5698 2.1950 0.5862 -0.46
O -0.6863 2.9503 -0.3844 -0.05
H -0.9280 4.1668 3.1211 0.09
H -1.9187 4.2936 1.6343 0.10
H -0.1432 4.6130 1.5680 0.10
```

As for the expectation value of S²: 0.755. The value obtained for the HOMO energy (alpha / beta) is -10.7339 / -11.3685 eV. Its total charge is +1. Its spin multiplicity is 2. The calculation puts the frontier orbital gap (alpha / beta) at 0.2829 / 0.3088 Ha. The maximum force is 4.1 eV Å⁻¹.

[3]
Below is a molecular structure, C25H45Cl18IN3O5 in a non-equilibrium geometry, with properties calculated with ωB97M-V/def2-TZVPD.

Geometry as XYZ:
```
97
Properties=species:S:1:pos:R:3:lowdin_charge:R:1
C -1.4869 1.3241 -3.1173 -0.04
C -2.2233 0.1511 -3.7941 -0.41
O -2.4885 0.3847 -5.1718 -0.05
C -3.6071 -0.0610 -3.1209 -0.15
N -3.4779 -1.0614 -2.0458 -0.07
C -4.4115 -0.9069 -0.9229 -0.17
C -3.8095 -1.6351 0.2755 -0.15
O -3.0275 -0.7580 1.0986 -0.03
N -1.7042 -0.7897 0.6314 0.02
C -0.8940 -1.9582 1.1638 -0.26
C -1.4375 -2.6349 2.4318 -0.14
C -1.4763 -1.8493 3.7581 -0.29
C -2.2254 -2.7456 4.7896 -0.66
I -0.9105 -3.7478 6.1357 0.77
C 0.6011 -1.5806 1.2591 -0.12
C 0.9488 -0.7615 -0.0076 -0.31
C 2.4546 -0.6400 -0.2491 -0.12
C 2.6648 -0.1826 -1.6780 -0.39
O 2.1854 -0.8406 -2.6131 -0.11
N 3.4449 1.0268 -1.8674 -0.18
C 2.7753 1.9256 -2.8295 -0.07
C 4.7633 0.6659 -2.4282 -0.07
C 0.2123 0.6041 -0.0597 -0.19
C 1.0422 1.8226 0.2677 -0.11
C 0.2052 3.0825 0.0696 -0.20
O -0.6258 2.9895 -1.1066 -0.10
C -1.0848 0.5516 0.7759 -0.26
O -0.9436 0.9215 2.1130 0.06
H -0.4040 1.1559 -3.0430 0.05
H -1.8414 1.4813 -2.0891 0.05
H -1.6846 2.2370 -3.6937 0.11
H -1.6242 -0.7632 -3.6435 0.12
H -1.6684 0.6584 -5.6103 0.02
H -4.3371 -0.3554 -3.8859 0.13
H -3.8839 0.8817 -2.6359 0.12
H -3.4976 -2.0071 -2.4150 0.13
H -4.5513 0.1480 -0.6664 0.13
H -5.3935 -1.3711 -1.1206 0.13
H -4.5872 -2.0719 0.9161 0.14
H -3.2242 -2.4920 -0.0906 0.13
H -1.7914 -0.9359 -0.3905 0.16
H -0.9587 -2.7258 0.3783 0.02
H -0.7819 -3.4987 2.6198 0.14
H -2.4276 -3.0505 2.2026 0.11
H -2.0877 -0.9442 3.6643 0.10
H -0.4729 -1.6196 4.1242 0.08
H -2.8730 -3.4635 4.2778 0.04
H -2.9005 -2.1240 5.3869 0.04
H 0.8133 -1.0170 2.1754 0.14
H 1.1689 -2.5164 1.1993 0.02
H 0.5401 -1.3599 -0.8408 0.01
H 2.9518 0.0582 0.4310 0.13
H 2.9430 -1.6199 -0.1494 -0.04
H 3.0518 1.7112 -3.8731 0.08
H 3.0632 2.9672 -2.6342 0.10
H 1.6821 1.8541 -2.7713 0.07
H 5.3816 1.5633 -2.5330 0.10
H 5.2518 -0.0883 -1.7983 0.10
H 4.6624 0.2251 -3.4363 0.07
H -0.1124 0.7475 -1.1023 0.11
H 1.4737 1.8312 1.2796 0.14
H 1.8949 1.9078 -0.4203 0.10
H -0.4382 3.2385 0.9317 0.11
H 0.8312 3.9565 -0.0245 0.12
H -1.5327 3.2177 -0.8546 0.10
H -1.7889 1.2496 0.2980 0.16
H -1.4531 1.7192 2.3136 0.13
C 4.4060 4.7003 3.1892 -1.55
Cl 4.4974 6.3805 3.7032 0.54
Cl 3.0696 3.8689 4.0191 0.49
Cl 4.2910 4.5966 1.4285 0.51
H 5.3261 4.2102 3.4812 0.01
C -1.2893 4.3095 6.1988 -1.54
Cl 0.3163 3.6149 6.4123 0.52
Cl -1.4430 5.0262 4.6010 0.52
Cl -2.5462 3.0975 6.4619 0.52
H -1.4284 5.1008 6.9253 0.02
C 1.7591 -3.7460 -1.3225 -1.35
Cl 0.0856 -3.1731 -1.2094 0.76
Cl 2.6577 -3.3353 0.1404 0.78
Cl 1.8024 -5.4801 -1.6252 0.60
H 2.2355 -3.2502 -2.1589 -0.05
C 0.4883 -0.2923 -7.1750 -1.54
Cl 0.0631 1.3690 -7.6122 0.56
Cl 1.7451 -0.9450 -8.2123 0.55
Cl 1.0460 -0.3902 -5.5009 0.56
H -0.3963 -0.9076 -7.2847 0.02
C -2.2054 0.3527 8.9513 -1.57
Cl -1.0698 0.1055 7.6202 0.47
Cl -2.6599 -1.1883 9.6747 0.53
Cl -1.5191 1.4387 10.1576 0.54
H -3.0991 0.8151 8.5507 -0.01
C 3.8244 -3.7747 -5.0707 -1.50
Cl 5.2328 -3.5420 -6.0976 0.56
Cl 3.6135 -2.3875 -3.9810 0.64
Cl 2.3606 -3.9895 -6.0238 0.53
H 3.9788 -4.6662 -4.4748 0.01
```

The value obtained for the HOMO energy is -11.2914 eV. Its total charge is +1. The calculation puts the frontier orbital gap at 0.3311 Ha. The maximum force is 4.4 eV Å⁻¹.